[1]
Below is a cluster of 2 separate species, C25H43FN5O7S in total, with properties calculated with ωB97M-V/def2-TZVPD.

```
! wB97M-V def2-TZVPD RIJCOSX def2/J DEFGRID3
* xyz 1 1
H -3.45 2.24 -3.56
H -2.78 -4.28 -0.31
H -2.52 -1.01 -1.71
H 6.39 3.27 1.00
H -0.94 1.51 1.06
H -3.38 -1.05 0.86
H -3.36 3.10 -5.13
C -3.64 -1.74 3.29
O 1.97 -0.43 3.18
C -1.64 0.72 0.78
C 0.35 -2.36 1.41
C 4.35 3.96 0.75
H 0.41 2.73 0.06
C 5.84 0.78 1.90
H -1.99 -2.77 2.73
H 0.85 -7.13 1.08
H 0.22 -2.73 -0.54
H 5.31 0.53 2.82
H 0.69 4.30 -2.07
H -4.14 -0.81 3.01
H 1.86 3.05 -2.51
C 2.30 4.17 -0.69
C 0.32 -5.11 0.70
O 5.10 1.67 1.10
N -2.42 -1.88 2.49
O -1.32 -2.65 -2.17
H 0.32 -0.97 -1.58
H 1.32 -4.76 0.91
C -2.75 -1.92 1.07
H 5.40 3.17 2.47
H -2.74 1.04 -1.22
O -2.34 4.08 -2.47
H 1.76 4.50 0.20
N -1.59 -2.29 -3.59
O -1.32 4.47 -4.33
C -3.63 2.09 0.32
C 5.40 3.03 1.38
H -3.36 -2.80 0.86
C -0.12 -0.08 -1.13
C 3.50 3.30 -0.32
N -0.46 -2.80 0.21
C -0.72 -4.27 0.32
C -1.58 -1.78 0.10
H -3.14 -2.55 -1.23
N -2.10 3.85 -3.64
C 0.42 2.46 -0.99
C -0.76 -0.42 0.23
C 0.16 -0.84 1.43
H -3.38 2.66 1.21
H 4.89 4.78 0.27
C 0.05 -6.47 0.79
H 6.83 1.18 2.14
C -1.94 -4.85 0.04
F 1.56 1.37 1.65
H 2.69 5.08 -1.16
H 3.15 2.35 0.06
H 3.72 4.42 1.52
H 4.08 3.12 -1.22
C -2.11 -6.23 0.18
C -2.22 -1.97 -1.30
H -0.58 2.56 -1.41
H -2.03 2.01 -4.64
H -0.91 0.22 -1.81
H -4.59 2.22 -0.14
H 0.00 -2.83 2.32
H 1.84 0.82 -0.66
H -3.41 -1.72 4.35
H -3.07 -6.68 -0.03
H -4.35 -2.55 3.09
H 1.25 1.02 -2.26
H 1.40 -2.59 1.30
C 0.93 1.03 -1.22
S 1.76 -0.15 1.80
H 5.98 -0.13 1.33
C 1.33 3.52 -1.67
O -2.49 -2.85 -4.00
H -0.39 -0.62 2.34
N -1.13 -7.04 0.56
C -2.70 1.27 -0.16
C -2.79 2.70 -4.29
H -2.14 0.41 1.68
O 2.73 -0.61 0.86
*
```

The HOMO-LUMO gap is 0.27538 Eh.

---

[2]
Below is a cluster of 10 separate species, C48H59FO12 in total, with properties calculated with ωB97M-V/def2-TZVPD.

```
! wB97M-V def2-TZVPD RIJCOSX def2/J DEFGRID3
* xyz 0 1
H 41.26 -10.24 -14.53
H 37.85 -10.54 -11.86
C 36.90 -12.31 -10.97
C 36.16 -14.69 -13.30
C 35.20 -9.47 -13.11
C 34.17 -13.33 -13.37
H 32.02 -12.28 -14.12
O 37.67 -11.00 -14.46
H 38.62 -14.59 -9.20
H 30.84 -17.88 -11.93
C 34.69 -9.20 -14.39
H 39.43 -16.28 -16.49
H 36.74 -13.59 -16.38
H 42.82 -12.44 -9.01
H 47.05 -10.85 -11.25
O 41.75 -16.70 -8.40
H 35.50 -18.17 -10.38
H 47.04 -13.04 -8.39
H 40.40 -12.92 -9.36
H 35.75 -15.42 -14.00
H 32.71 -8.10 -11.30
C 45.81 -13.11 -6.67
C 39.43 -6.24 -9.66
C 44.86 -9.40 -11.21
H 36.06 -12.03 -15.86
C 46.02 -12.97 -8.03
H 36.87 -14.05 -13.80
C 32.34 -19.14 -11.01
H 47.69 -10.22 -9.75
H 39.91 -6.29 -8.70
H 46.66 -13.30 -6.02
C 39.46 -16.10 -15.42
C 37.18 -13.46 -10.25
C 33.99 -16.86 -11.15
H 41.91 -14.65 -8.31
H 34.57 -15.95 -11.12
H 39.22 -17.67 -12.42
C 34.47 -18.11 -10.72
H 42.97 -8.41 -12.47
H 33.06 -8.26 -15.52
O 35.10 -13.97 -12.69
H 39.19 -19.29 -6.90
H 36.13 -10.02 -13.00
H 34.10 -20.21 -10.48
C 33.69 -19.23 -10.67
C 38.42 -13.63 -9.65
O 38.13 -12.11 -16.37
O 39.76 -11.43 -15.17
H 40.66 -11.43 -13.33
H 42.11 -9.61 -11.46
H 32.55 -11.00 -12.93
H 37.99 -5.90 -13.26
O 40.93 -18.13 -7.03
C 39.87 -18.73 -6.27
H 39.72 -9.91 -13.74
H 35.90 -12.19 -11.37
O 34.13 -13.25 -14.58
H 32.28 -15.91 -11.97
H 36.47 -12.23 -17.55
H 42.42 -12.90 -6.62
H 40.41 -19.36 -5.57
C 39.22 -7.37 -10.44
H 42.28 -15.33 -9.87
C 31.86 -17.97 -11.57
H 34.98 -9.29 -11.03
H 31.83 -7.67 -13.52
C 36.76 -12.52 -16.54
H 35.40 -9.42 -15.18
H 39.30 -18.16 -14.91
C 44.52 -12.99 -6.14
H 38.27 -3.97 -11.88
H 41.98 -7.86 -11.17
C 39.09 -4.99 -10.21
C 32.23 -12.03 -13.08
C 39.16 -11.62 -10.65
C 32.78 -8.16 -13.42
O 45.79 -9.49 -10.28
O 33.29 -12.82 -12.55
H 39.55 -8.35 -10.12
C 37.93 -11.43 -11.24
O 43.85 -8.71 -10.69
H 36.69 -15.19 -12.50
C 33.31 -8.39 -12.16
C 39.69 -14.55 -13.60
C 39.59 -15.60 -12.69
C 34.50 -9.09 -11.98
H 36.41 -14.21 -10.12
C 43.66 -12.57 -8.33
C 40.60 -17.19 -7.90
H 38.65 -8.22 -12.32
C 41.60 -15.42 -9.02
O 39.50 -16.87 -8.22
C 38.57 -4.93 -11.48
C 38.35 -6.08 -12.25
H 39.73 -15.45 -11.63
H 45.08 -12.30 -9.86
C 39.44 -12.68 -9.80
C 38.76 -7.30 -11.75
C 39.43 -16.89 -13.15
H 39.37 -17.94 -5.70
C 47.08 -9.97 -10.61
F 40.11 -10.67 -10.82
H 39.67 -13.97 -15.65
H 39.35 -4.09 -9.67
H 40.66 -15.19 -9.49
C 32.69 -16.85 -11.63
H 47.59 -9.15 -11.13
C 42.65 -8.66 -11.45
H 31.72 -20.03 -11.11
H 39.93 -13.59 -13.14
H 44.42 -13.14 -5.08
C 43.44 -12.80 -6.97
C 39.61 -14.80 -14.96
C 40.38 -10.70 -14.09
O 44.93 -9.84 -12.32
H 31.30 -12.16 -12.53
C 44.93 -12.57 -8.82
C 38.44 -11.50 -15.24
C 33.51 -8.52 -14.57
C 39.42 -17.16 -14.52
*
```

The HOMO-LUMO gap is 0.36230 Eh. The structure (SMILES) is COC(=O)OC.COC(=O)OC.COC(=O)OC.COC(=O)OC.Fc1ccccc1.c1ccccc1.c1ccccc1.c1ccccc1.c1ccccc1.c1ccccc1.

---

[3]
Below is a structure of composition C40H38AuBN4O2P2Se, with properties calculated with ωB97M-V/def2-TZVPD.

```
! wB97M-V def2-TZVPD RIJCOSX def2/J DEFGRID3
* xyz 2 3
C -2.44 -4.89 1.53
H -0.47 -2.59 6.22
C 2.79 1.18 -2.85
C -1.41 -2.73 1.38
C -3.79 -2.90 1.70
C 4.32 -3.49 -1.53
C 5.91 -2.20 0.35
C 1.75 -0.43 4.85
H 0.53 7.19 -2.06
P -0.03 -1.54 1.37
Au -0.85 -1.63 -1.50
H -0.44 3.48 -4.41
C 1.09 -1.17 5.82
C -0.66 4.77 -2.68
H -0.58 5.67 -3.28
H -0.18 5.67 1.32
N -3.13 -1.80 -1.76
N -2.55 -4.04 -2.00
H 1.82 0.54 0.84
C 2.48 -0.11 -2.43
H 0.43 7.98 -0.49
O -1.01 1.23 -0.67
Se -3.44 -5.56 -2.19
C -2.07 7.07 -1.22
C -4.85 -3.53 -1.97
O -0.65 1.08 -2.92
H 1.38 -1.08 6.86
H 1.88 0.06 2.77
C 6.48 -3.10 -0.55
C 0.04 -2.01 5.46
C 4.56 -1.94 0.31
H -4.76 -2.43 1.84
C -0.35 -2.12 4.13
C -5.46 -1.23 -1.77
H -1.18 3.75 0.52
H 1.99 -4.41 1.02
H -1.16 -2.78 3.88
H 3.04 3.22 -2.26
H -3.76 0.13 -1.60
C -3.68 -4.29 1.71
C 0.33 -1.39 3.15
H -1.02 7.22 1.27
C 3.76 -2.59 -0.63
H 2.43 2.80 0.10
H 2.48 -0.93 -3.15
H 7.54 -3.29 -0.52
C -2.66 -2.12 1.54
C 1.37 -0.53 3.52
H 3.02 -3.29 1.91
H 1.41 -3.67 2.53
C -1.02 6.21 0.86
H 3.70 -4.00 -2.26
H 3.04 1.36 -3.89
H -4.56 -4.90 1.85
H -6.90 -2.81 -1.95
C -0.85 4.88 -1.30
C 2.15 -0.35 -1.09
H 6.13 -4.44 -2.18
H 6.54 -1.69 1.08
H -3.01 6.58 -0.98
H -2.35 -5.97 1.54
C 2.12 0.71 -0.18
C -3.47 -3.11 -1.90
C 2.45 1.99 -0.61
C 0.42 7.01 -0.99
C -0.88 6.27 -0.66
C 2.79 2.22 -1.94
P 2.00 -2.12 -0.72
H -2.00 7.17 -2.31
C 1.99 -3.50 1.63
H 4.12 -1.22 1.00
H -1.96 5.73 1.16
H 1.30 6.44 -0.65
N -5.03 -4.83 -2.11
C -0.93 2.52 -1.20
H -0.34 -4.60 1.23
H -6.18 -0.43 -1.72
H 2.56 0.24 5.13
C -1.30 -4.11 1.36
C -4.07 -0.90 -1.71
C 5.69 -3.75 -1.48
C -0.59 3.55 -3.34
H -2.74 -1.04 1.54
N 1.41 -2.38 0.85
B -0.80 0.40 -1.75
C -1.01 3.72 -0.54
H -2.08 8.07 -0.79
C -5.86 -2.53 -1.89
C -0.71 2.42 -2.56
*
```

The HOMO-LUMO gap (alpha / beta) is 0.24482 / 0.16228 Eh.

---

[4]
Below is a structure of composition C32H37ClLuN2Si2, with properties calculated with ωB97M-V/def2-TZVPD.

```
! wB97M-V def2-TZVPD RIJCOSX def2/J DEFGRID3
* xyz 1 1
H 3.16 -1.48 -2.37
H -2.92 -3.67 2.04
C 3.66 2.78 -4.01
C 1.58 -3.44 2.51
H -1.67 3.62 -3.45
H -2.16 2.01 -1.70
C -0.96 3.50 -2.63
H -2.28 -0.93 0.22
H -0.10 0.46 2.98
H 0.43 -4.91 -1.17
C 0.39 0.44 2.00
C -0.33 2.36 -0.55
C 0.72 -3.57 3.64
C 1.38 1.27 -4.65
C -4.12 2.46 2.70
H -0.43 -6.46 0.31
H 2.09 1.75 1.53
H 1.97 -4.27 1.92
H 1.57 3.08 0.24
C -2.02 2.17 1.50
H 1.05 -1.40 -3.34
C -3.95 3.84 2.72
H 0.07 -2.07 5.19
H 0.36 -5.33 1.40
C -1.32 -0.61 -0.15
C -0.47 -5.43 0.70
H -1.82 -4.11 3.11
H -4.70 4.48 3.18
H 0.32 -4.51 4.02
C 1.04 -0.19 -1.06
C 2.00 -2.09 2.43
H -3.36 0.58 2.05
H 2.05 4.61 -1.54
C -0.43 -0.26 -1.17
C 2.80 3.18 -5.05
Si 1.91 -0.70 -2.68
H 2.96 0.26 -0.26
H 1.71 -0.39 3.88
C 0.63 -2.30 4.27
C -1.79 -5.26 1.42
H 0.43 4.98 -3.41
H 0.48 0.68 -4.87
C -1.23 2.57 -1.61
C -1.83 3.57 1.56
H 1.10 -3.08 0.00
C 1.88 0.30 -0.05
Cl -2.57 -1.12 3.45
C 1.46 -1.41 3.56
H 3.04 4.09 -5.61
C 1.47 0.88 1.20
C -2.81 4.39 2.14
Lu -0.68 -1.43 1.78
Si -0.75 0.90 0.74
H -0.95 4.03 1.13
H -1.27 -4.44 -1.02
H 4.03 1.27 -2.50
N -1.94 -3.95 2.11
H -0.06 -2.55 -0.95
H -1.91 -6.08 2.14
C 2.25 0.85 -3.65
H -0.83 -0.03 -2.17
H -2.61 -5.35 0.68
H 0.99 2.76 -6.15
C 1.66 2.44 -5.36
H -4.99 2.00 3.18
H -2.67 5.48 2.13
C -3.18 1.66 2.06
C 3.38 1.60 -3.31
N 0.08 -3.12 -0.11
C -0.32 -4.50 -0.48
C 0.82 3.15 -0.54
C 1.11 4.06 -1.57
H 4.53 3.35 -3.75
C 0.21 4.26 -2.61
H 2.67 -1.67 1.67
*
```

The HOMO-LUMO gap (alpha / beta) is 0.18944 / 0.18942 Eh.